# 1
A structure of composition F8Li3N4O16S8 at a distorted geometry. Source: the Open Molecules 2025 dataset; level of theory: ωB97M-V/def2-TZVPD.

Geometry as XYZ:
```
39
Properties=species:S:1:pos:R:3:forces:R:3:mulliken_charge:R:1
S -0.192 -1.589 -2.820 0.0688 2.4617 -0.2952 0.938
S -2.644 2.035 -2.231 -3.2723 -2.1525 -2.8230 0.888
S 4.409 -0.711 1.768 4.2918 0.7266 -1.8894 1.008
S -2.641 -1.238 1.429 -2.1207 -2.3311 -4.3962 0.955
S 0.352 -2.957 -0.804 0.9727 -0.4923 3.1136 0.984
S -1.454 0.174 3.040 1.6971 4.2303 0.2967 0.954
S -0.289 2.611 -1.493 0.0834 0.3819 3.8980 0.991
S 2.676 1.091 1.433 -1.3204 3.1650 0.1356 0.911
F -0.096 3.114 0.013 -0.0072 -0.3312 0.2608 -0.283
F -3.539 0.739 -2.060 -0.1570 0.2985 0.3502 -0.222
F 5.498 -1.116 0.648 -0.1958 -0.1134 0.1980 -0.302
F 0.652 -2.719 0.710 -0.1142 0.0475 0.0856 -0.178
F -0.631 1.539 2.977 0.0428 -0.1743 -0.5065 -0.260
F 0.027 -0.059 -3.159 -0.1303 0.0091 -0.1771 -0.170
F -2.728 -1.210 -0.183 0.0773 0.1532 -0.2565 -0.244
F 2.648 2.574 0.842 0.3112 -0.4031 -0.1513 -0.323
O -0.539 3.835 -2.126 -0.4016 0.3898 -1.4413 -0.559
O -0.896 -3.612 -0.878 -0.4469 -0.0809 -0.3181 -0.563
O 1.643 0.468 0.617 0.2919 -0.6205 -0.3245 -0.241
O -3.539 3.112 -2.009 0.2216 0.3891 0.7668 -0.601
O 3.401 -1.659 1.559 -1.7523 -0.9092 0.2685 -0.415
O -4.019 -1.194 1.776 0.3286 0.7637 0.8244 -0.597
O 0.856 1.822 -1.696 0.4542 -0.6446 -0.7422 -0.418
O -2.072 1.846 -3.514 0.5041 0.5141 -0.2471 -0.561
O 2.366 1.312 2.805 -0.0174 -0.7623 -0.0204 -0.587
O 1.521 -3.593 -1.280 0.5029 -0.1148 -0.5375 -0.588
O -2.571 0.603 3.798 -0.7961 -0.7716 0.1630 -0.627
O 5.219 -0.666 2.930 -0.6561 0.1196 0.5923 -0.587
O 0.774 -2.225 -3.636 0.2068 -0.5085 0.1723 -0.583
O -0.527 -0.777 3.461 0.4625 -1.2553 0.4440 -0.477
O -1.899 -2.417 1.655 0.3335 0.1399 0.9791 -0.508
O -1.575 -1.811 -2.994 -0.2009 -0.1459 0.2006 -0.507
N 4.157 0.752 1.083 -0.9594 -1.3575 0.7661 -0.432
N -1.791 0.135 1.407 -0.2955 -0.7709 3.0118 -0.198
N 0.293 -1.362 -1.182 -0.8842 -1.8800 -3.0039 -0.245
N -1.652 1.669 -1.074 2.6608 1.8772 -0.4888 -0.201
Li 2.005 -0.398 -1.189 0.0846 0.4071 0.6347 0.810
Li -0.833 0.023 -0.336 0.2781 -0.5580 0.0768 1.157
Li -2.371 1.861 0.712 -0.1465 0.3033 0.3803 0.881
```
Positions in Å, forces in eV/Å.

Its HOMO-LUMO gap is 0.3533 Eh. For the energy relative to the best compared isomer or geometry (same formula, charge and spin), the calculation gives 32.48 kcal per mole. As for the net charge: -1. For the highest occupied orbital energy, the calculation gives -8.212 eV. The value obtained for the total energy is -5430.1519 a.u. The value obtained for the LUMO energy is 1.401 eV.

=====

# 2
A structure of composition F8MnN4O16S8 at a distorted geometry. Source: the Open Molecules 2025 dataset; level of theory: ωB97M-V/def2-TZVPD.

Geometry as XYZ:
```
37
Properties=species:S:1:pos:R:3:forces:R:3:mulliken_charge:R:1
Mn 24.598 21.361 -12.786 0.4888 0.8676 -0.7940 1.744
S 22.821 23.590 -10.979 -0.3834 -0.5031 10.3745 0.782
S 22.572 23.830 -13.228 -0.8332 -0.5561 -6.3755 0.833
S 26.397 22.908 -15.780 -1.4956 -7.1556 0.3524 1.000
S 22.787 18.891 -12.878 -3.8569 -8.2650 9.7279 0.825
S 26.087 25.197 -16.540 -1.9419 6.7936 -3.6829 1.069
S 26.805 19.245 -11.481 0.1913 -5.5059 -1.4688 0.856
S 22.691 19.752 -15.064 0.2561 1.6092 -5.8966 0.825
S 27.323 21.528 -11.109 4.4632 8.4514 0.3669 0.773
F 26.694 26.699 -16.395 -0.5307 -1.8786 0.4602 -0.251
F 23.554 19.299 -11.548 0.6594 0.2210 1.7179 -0.355
F 26.386 22.808 -10.952 -0.6962 0.3623 1.1289 -0.287
F 26.251 18.571 -12.852 -0.0187 0.6765 1.1336 -0.289
F 23.636 20.705 -15.996 -0.3184 -0.4710 1.5662 -0.231
F 23.469 22.544 -9.943 -0.5178 -0.3186 0.6115 -0.342
F 23.392 23.104 -14.503 -0.6047 0.5357 0.8987 -0.229
F 27.678 22.087 -16.289 -0.5071 1.6903 1.1999 -0.248
O 26.038 22.267 -14.487 1.2688 2.4320 -2.6867 -0.435
O 23.287 17.536 -13.060 -1.2665 2.0180 -0.6448 -0.573
O 28.244 19.083 -11.645 -2.0589 1.4360 -0.0047 -0.534
O 21.168 23.466 -13.556 4.1322 1.3837 1.4137 -0.487
O 22.910 18.477 -15.709 -0.1637 1.1743 1.8024 -0.557
O 26.253 25.035 -17.987 -0.5445 -0.5277 2.9949 -0.421
O 25.507 22.632 -16.921 1.6461 2.0784 2.7911 -0.472
O 21.388 23.521 -10.718 1.9888 0.0955 -1.4749 -0.570
O 23.124 25.192 -13.255 -1.6848 -2.9042 0.2896 -0.519
O 26.223 18.507 -10.395 -0.0713 1.5679 -1.1666 -0.542
O 21.405 19.122 -12.440 2.1371 -0.5098 -2.0759 -0.615
O 27.865 21.197 -9.816 -1.8790 -0.7805 -1.0279 -0.530
O 21.408 20.377 -15.192 1.1819 -0.4690 1.1102 -0.511
O 23.511 24.762 -10.560 -0.2738 0.5243 -1.0541 -0.565
O 28.288 22.182 -11.988 -0.8865 -2.1939 0.1820 -0.602
O 24.711 25.376 -15.977 2.7648 -1.1320 -1.0076 -0.254
N 23.478 19.969 -13.570 0.2597 3.3522 -8.2669 0.360
N 27.039 24.477 -15.554 -0.7614 -2.4813 -0.1142 -0.144
N 23.420 22.773 -12.117 -2.7899 2.9349 -4.1358 0.228
N 26.152 20.766 -11.805 2.6466 -4.5524 1.7553 0.268
```
Positions in Å, forces in eV/Å.

Its HOMO-LUMO gap (spin up / spin down) is 0.3524 / 0.1505 Eh. Its expectation value of S² is 12.02. For the energy relative to the best compared isomer or geometry (same formula, charge and spin), the calculation gives 1.31 kcal per mole. As for the net charge: -1. For the highest occupied orbital energy (spin up / spin down), the calculation gives -8.606 / -8.806 eV. The spin multiplicity is 7. The value obtained for the total energy is -6558.0662 a.u. The value obtained for the LUMO energy (spin up / spin down) is 0.985 / -4.712 eV.

=====

# 3
A structure of composition FH12HfO6 at a distorted geometry. Source: the Open Molecules 2025 dataset; level of theory: ωB97M-V/def2-TZVPD.

Geometry as XYZ:
```
20
Properties=species:S:1:pos:R:3:forces:R:3:mulliken_charge:R:1
Hf -15.939 26.253 25.466 1.0113 -0.1762 -0.2452 1.854
F -12.812 26.042 23.537 -0.7366 0.0494 0.4001 -0.426
O -9.823 29.231 23.297 0.0121 0.2180 0.5949 -0.364
O -15.665 22.228 24.080 0.1044 0.9390 0.0511 -0.655
O -12.371 22.080 19.945 -0.1239 -0.4061 -0.0573 -0.387
O -11.543 26.948 19.408 0.1960 0.5460 0.1557 -0.392
O -9.502 23.007 23.645 0.3860 0.1721 -0.5428 -0.394
O -12.852 28.394 27.348 -0.6172 -0.4236 -0.4162 -0.619
H -11.904 26.633 20.237 -0.3415 -0.0577 0.6113 0.350
H -10.611 28.694 23.215 -0.6873 -0.3108 0.0622 0.360
H -11.962 28.127 27.578 0.3898 -0.1956 0.1494 0.342
H -10.156 23.702 23.724 -0.3649 0.6319 0.0600 0.361
H -12.864 29.340 27.495 -0.0513 0.4799 0.1224 0.355
H -9.335 29.065 22.491 0.7118 0.0881 -0.7050 0.397
H -16.476 22.091 23.591 -0.3345 -0.2100 -0.2592 0.361
H -11.502 26.169 18.853 0.1411 -0.4549 -0.7862 0.385
H -15.447 21.365 24.430 0.1286 -0.3951 0.2787 0.350
H -9.843 22.294 24.184 -0.0194 -0.8148 0.4850 0.396
H -12.973 22.714 20.335 -0.6461 0.2789 0.1891 0.357
H -11.512 22.498 20.000 0.8417 0.0414 -0.1482 0.370
```
Positions in Å, forces in eV/Å.

Its HOMO-LUMO gap is 0.0827 Eh. For the energy relative to the best compared isomer or geometry (same formula, charge and spin), the calculation gives 176.11 kcal per mole. As for the net charge: +3. For the highest occupied orbital energy, the calculation gives -20.163 eV. The value obtained for the total energy is -604.6901 a.u. The value obtained for the LUMO energy is -17.913 eV.

=====

# 4
A structure of composition FH2IP2 at a distorted geometry. Source: the Open Molecules 2025 dataset; level of theory: ωB97M-V/def2-TZVPD.

Geometry as XYZ:
```
6
Properties=species:S:1:pos:R:3:forces:R:3:mulliken_charge:R:1
I -1.147 2.111 -0.523 0.0542 -0.6073 -0.1190 0.059
P -0.780 -1.013 0.090 -0.4883 -3.1252 3.7331 0.227
P -0.576 0.036 -1.644 0.5054 2.2002 -3.6806 -0.002
F -0.367 -2.556 -0.424 -0.2504 1.4859 0.0148 -0.293
H 1.617 0.727 0.916 -0.2169 0.0140 0.6332 -0.054
H 1.253 0.696 1.584 0.3961 0.0324 -0.5814 0.063
```
Positions in Å, forces in eV/Å.

Its HOMO-LUMO gap (spin up / spin down) is 0.2424 / 0.2390 Eh. Its expectation value of S² is 2.01. For the energy relative to the best compared isomer or geometry (same formula, charge and spin), the calculation gives 6.76 kcal per mole. For the highest occupied orbital energy (spin up / spin down), the calculation gives -7.314 / -9.649 eV. The spin multiplicity is 3. The value obtained for the total energy is -1081.3710 a.u. The value obtained for the LUMO energy (spin up / spin down) is -0.717 / -3.146 eV.

=====

# 5
The molecule FH3N2O2S at a distorted geometry. Source: the Open Molecules 2025 dataset; level of theory: ωB97M-V/def2-TZVPD.

Geometry as XYZ:
```
9
Properties=species:S:1:pos:R:3:forces:R:3:mulliken_charge:R:1
S 0.681 0.303 -0.066 -3.1449 -0.4413 -0.9201 1.117
F -1.750 0.654 -0.181 -1.8713 -0.0671 -1.8446 -0.179
O 1.712 0.136 0.868 1.0398 0.2633 1.2376 -0.567
O 0.722 1.142 -1.194 0.4136 1.0104 -0.6865 -0.550
N 0.311 -1.203 -0.577 -0.2922 -0.5477 0.1502 -0.488
N -0.826 0.676 0.793 1.3709 1.2030 2.9636 -0.153
H 0.767 -1.802 0.115 -0.8098 -0.4278 -0.5757 0.273
H -1.048 1.613 1.323 1.5477 -1.9802 -1.4865 0.270
H -0.570 -1.519 -1.081 1.7462 0.9875 1.1621 0.279
```
Positions in Å, forces in eV/Å.

Its HOMO-LUMO gap is 0.4060 Eh. For the energy relative to the best compared isomer or geometry (same formula, charge and spin), the calculation gives 43.66 kcal per mole. For the highest occupied orbital energy, the calculation gives -10.380 eV. Its SMILES is NS(=O)(=O)NF. The value obtained for the total energy is -759.7283 a.u. The value obtained for the LUMO energy is 0.666 eV.

=====

# 6
A cluster of 2 separate species, FH3NOPS in total at a distorted geometry. Source: the Open Molecules 2025 dataset; level of theory: ωB97M-V/def2-TZVPD.

Geometry as XYZ:
```
8
Properties=species:S:1:pos:R:3:forces:R:3:mulliken_charge:R:1
S 1.158 -0.348 -2.511 0.8191 0.0438 1.5007 -0.281
P 1.617 -0.505 -0.623 -0.1851 -2.0225 0.5726 0.641
F 2.927 -1.461 -0.286 -1.8983 1.9363 -0.8750 -0.229
O -2.041 0.691 0.822 0.4239 -2.1401 -2.1117 -0.683
N 0.890 -0.358 0.705 1.3894 -0.4151 -0.7328 -0.486
H -0.019 -0.036 0.999 -0.2138 0.5058 -0.4626 0.377
H -2.195 0.464 -0.161 0.1425 1.1255 2.4541 0.344
H -2.337 1.554 1.054 -0.4778 0.9663 -0.3452 0.317
```
Positions in Å, forces in eV/Å.

Its HOMO-LUMO gap is 0.3328 Eh. For the energy relative to the best compared isomer or geometry (same formula, charge and spin), the calculation gives 62.86 kcal per mole. For the highest occupied orbital energy, the calculation gives -10.027 eV. The value obtained for the total energy is -971.2133 a.u. The value obtained for the LUMO energy is -0.971 eV.

=====

# 7
The ion FH3O3P with charge +1 at a distorted geometry. Source: the Open Molecules 2025 dataset; level of theory: ωB97M-V/def2-TZVPD.

Geometry as XYZ:
```
8
Properties=species:S:1:pos:R:3:forces:R:3:mulliken_charge:R:1
P -0.139 0.012 0.075 0.6329 3.7950 -5.0081 1.142
F 0.474 0.604 -1.699 -1.7354 -2.0255 5.4272 -0.372
O 1.138 -0.183 0.867 -0.5062 0.5220 0.6407 -0.282
O -1.017 -1.205 -0.150 0.0963 0.0686 -0.0618 -0.285
O -1.009 1.115 0.629 0.5960 3.1701 -0.0462 -0.396
H 1.756 -0.675 0.355 1.9647 -0.9307 -0.5089 0.358
H -0.471 -1.815 -0.655 -0.3031 -1.3514 -0.5856 0.367
H -0.733 2.147 0.578 -0.7452 -3.2480 0.1427 0.469
```
Positions in Å, forces in eV/Å.

Its HOMO-LUMO gap is 0.4980 Eh. For the energy relative to the best compared isomer or geometry (same formula, charge and spin), the calculation gives 57.74 kcal per mole. As for the net charge: +1. For the highest occupied orbital energy, the calculation gives -19.004 eV. The value obtained for the total energy is -668.5020 a.u. The value obtained for the LUMO energy is -5.453 eV.

=====

# 8
A cluster of 2 separate species, FH3P2S2 in total at a distorted geometry. Source: the Open Molecules 2025 dataset; level of theory: ωB97M-V/def2-TZVPD.

Geometry as XYZ:
```
8
Properties=species:S:1:pos:R:3:forces:R:3:mulliken_charge:R:1
S -2.898 0.516 1.247 0.9138 -1.0270 -2.1907 -0.262
S 1.842 0.884 -0.181 0.1720 2.0745 0.2585 -0.206
P 0.736 -0.794 0.125 0.3120 -1.8248 -2.5290 -0.095
P -2.207 -0.303 -0.420 -0.5904 2.0160 1.4228 0.392
F -1.603 0.914 -1.367 -0.4314 -0.9983 0.8211 -0.218
H 1.420 -1.539 -1.094 -1.2238 1.0224 1.8621 0.112
H 1.621 -1.327 1.012 0.4255 -0.9487 0.9418 0.107
H 1.088 1.649 0.678 0.4223 -0.3142 -0.5865 0.170
```
Positions in Å, forces in eV/Å.

Its HOMO-LUMO gap is 0.2985 Eh. For the energy relative to the best compared isomer or geometry (same formula, charge and spin), the calculation gives 26.58 kcal per mole. For the highest occupied orbital energy, the calculation gives -9.263 eV. Its SMILES is FP=S.PS. The value obtained for the total energy is -1580.7432 a.u. The value obtained for the LUMO energy is -1.140 eV.